(1)
DFT (wB97M-V/def2-TZVPD) results for a single CH2OS molecule at a distorted geometry.

Atoms and positions in Å:
O  0.583  0.318  -0.019
C  -0.761  -0.299  0.028
S  -2.470  0.159  -0.006
H  0.543  1.234  0.151
H  -0.719  -1.317  -0.018

Calculated values
E_LUMO: -0.6 eV
multiplicity: 1
HOMO level: -9.3 eV
Kohn-Sham gap: 8.74 eV
SMILES: OC=S



(2)
DFT (wB97M-V/def2-TZVPD) results for a molecular structure, C36H102N9O12Sr at a distorted geometry.

Atoms and positions in Å:
Sr  9.457  -8.542  0.245
O  8.771  -10.675  -1.004
H  8.084  -11.361  -0.894
O  9.538  -9.444  2.509
H  9.936  -8.886  3.205
O  11.462  -9.354  -0.963
H  12.408  -9.117  -0.911
C  7.294  -6.121  -3.273
C  7.565  -6.546  -1.796
C  6.533  -7.515  -1.229
O  7.015  -7.977  0.120
C  6.198  -8.961  0.707
N  8.882  -7.205  -1.805
H  7.280  -6.927  -4.005
H  8.041  -5.413  -3.632
H  6.300  -5.677  -3.329
H  7.625  -5.579  -1.295
H  6.411  -8.345  -1.925
H  5.526  -7.121  -1.087
H  6.054  -9.784  0.006
H  5.211  -8.583  0.973
H  6.827  -9.390  1.487
H  9.612  -6.584  -2.124
H  8.850  -7.907  -2.530
C  10.519  -12.503  1.853
C  9.108  -13.028  1.675
C  8.535  -13.780  2.844
O  9.332  -14.984  3.075
C  8.770  -15.901  4.035
N  8.339  -11.816  1.418
H  10.633  -11.941  2.780
H  10.809  -11.914  0.982
H  11.155  -13.388  1.831
H  9.036  -13.665  0.794
H  7.478  -13.958  2.644
H  8.541  -13.310  3.827
H  9.377  -16.806  4.019
H  7.804  -16.231  3.654
H  8.806  -15.563  5.071
H  8.802  -11.129  1.996
H  8.550  -11.504  0.481
C  6.426  -7.567  5.939
C  5.748  -8.449  4.910
C  5.040  -7.730  3.734
O  3.894  -6.975  4.228
C  3.195  -6.191  3.215
N  6.819  -9.390  4.445
H  6.876  -8.139  6.751
H  5.751  -6.806  6.329
H  7.209  -6.974  5.468
H  5.037  -9.063  5.463
H  4.622  -8.488  3.072
H  5.714  -7.089  3.167
H  3.795  -5.613  2.512
H  2.598  -5.417  3.697
H  2.466  -6.743  2.622
H  6.409  -10.123  3.884
H  7.575  -9.026  3.883
C  14.425  -9.809  0.985
C  13.313  -10.048  1.987
C  13.726  -10.113  3.411
O  14.386  -11.339  3.634
C  14.715  -11.581  4.962
N  12.150  -9.230  1.626
H  14.054  -9.703  -0.035
H  15.141  -10.630  0.988
H  15.019  -8.933  1.248
H  12.964  -11.053  1.750
H  12.797  -10.128  3.982
H  14.282  -9.222  3.701
H  14.963  -12.631  5.120
H  13.844  -11.504  5.612
H  15.453  -10.878  5.350
H  11.935  -9.476  0.671
H  11.377  -9.541  2.198
C  14.027  -5.768  2.425
C  13.577  -6.274  3.800
C  13.642  -5.155  4.844
O  13.544  -5.627  6.148
C  14.095  -4.688  7.058
N  12.302  -6.776  3.454
H  15.057  -5.411  2.431
H  13.453  -5.006  1.898
H  14.064  -6.532  1.648
H  14.262  -7.052  4.139
H  12.833  -4.476  4.575
H  14.526  -4.533  4.706
H  15.169  -4.640  6.877
H  14.021  -4.915  8.121
H  13.777  -3.665  6.859
H  11.925  -7.212  4.283
H  12.406  -7.513  2.771
C  8.020  -5.382  2.584
C  9.194  -5.038  1.654
C  10.171  -3.972  2.183
O  11.002  -3.511  1.140
C  11.683  -2.355  1.415
N  9.897  -6.304  1.418
H  8.358  -5.747  3.554
H  7.389  -6.219  2.285
H  7.318  -4.566  2.755
H  8.678  -4.648  0.777
H  10.753  -4.311  3.040
H  9.486  -3.160  2.429
H  12.550  -2.562  2.043
H  11.083  -1.628  1.964
H  12.135  -1.940  0.515
H  10.584  -6.081  0.713
H  10.500  -6.461  2.212
C  4.660  -12.751  0.626
C  4.290  -11.911  1.851
C  3.026  -12.420  2.598
O  1.849  -12.582  1.758
C  1.019  -13.627  2.246
N  5.415  -11.799  2.744
H  3.865  -12.747  -0.120
H  4.675  -13.805  0.903
H  5.581  -12.374  0.181
H  3.920  -10.939  1.526
H  2.874  -11.746  3.441
H  3.304  -13.291  3.192
H  1.652  -14.473  1.979
H  0.014  -13.763  1.846
H  0.866  -13.673  3.324
H  5.667  -12.637  3.249
H  6.249  -11.607  2.209
C  10.034  -7.532  6.007
C  10.855  -8.857  5.876
C  11.366  -9.320  7.275
O  12.437  -8.503  7.819
C  13.673  -8.555  7.119
N  10.040  -9.883  5.257
H  10.646  -6.707  6.372
H  9.096  -7.585  6.561
H  9.748  -7.187  5.013
H  11.700  -8.727  5.200
H  11.592  -10.375  7.121
H  10.567  -9.203  8.007
H  13.944  -9.601  6.975
H  14.428  -8.001  7.676
H  13.624  -8.075  6.141
H  9.960  -9.766  4.257
H  9.146  -10.110  5.670
C  12.251  -6.175  -2.866
C  12.909  -5.969  -1.480
C  13.224  -4.500  -1.135
O  14.365  -3.943  -1.793
C  14.546  -2.625  -1.530
N  12.059  -6.643  -0.562
H  11.359  -5.558  -2.971
H  11.905  -7.189  -3.065
H  12.933  -5.912  -3.676
H  13.781  -6.607  -1.341
H  13.400  -4.344  -0.070
H  12.349  -3.891  -1.366
H  14.422  -2.274  -0.505
H  13.745  -2.083  -2.034
H  15.388  -2.230  -2.098
H  12.565  -6.776  0.302
H  12.120  -7.546  -1.011

Calculated values
E_LUMO: 2.1 eV
multiplicity: 1
HOMO level: -4.7 eV
Kohn-Sham gap: 6.78 eV
total charge: -1



(3)
DFT (wB97M-V/def2-TZVPD) results for a single C5H7NO molecule.

Atoms and positions in Å:
C  -0.590  -1.503  -2.302
C  -0.858  -0.649  -1.494
C  -1.231  0.438  -0.580
C  -0.288  0.705  0.604
N  1.112  0.367  0.372
C  1.704  0.045  1.575
O  1.559  0.687  2.592
H  -0.380  -2.257  -3.031
H  -2.205  0.198  -0.140
H  -1.370  1.345  -1.175
H  -0.371  1.747  0.915
H  -0.585  0.103  1.478
H  1.263  -0.312  -0.367
H  2.242  -0.914  1.554

Calculated values
E_LUMO: 0.8 eV
multiplicity: 1
HOMO level: -9.9 eV
Kohn-Sham gap: 10.72 eV
SMILES: C#CCCNC=O



(4)
DFT (wB97M-V/def2-TZVPD) results for 2 unconnected molecules or ions with the total composition C3H10ClN2 at a distorted geometry.

Atoms and positions in Å:
C  0.473  -1.109  0.671
C  -2.139  1.689  0.169
C  0.889  0.199  0.141
N  1.596  0.410  -0.915
N  1.321  -2.086  -0.017
Cl  -1.955  1.329  -1.544
H  -0.610  -1.191  0.286
H  0.458  -1.170  1.698
H  -3.262  1.672  0.231
H  -1.629  0.853  0.737
H  0.249  0.975  0.703
H  1.716  1.341  -1.263
H  2.100  -0.265  -1.420
H  -1.841  2.772  0.386
H  0.781  -2.785  -0.499
H  1.853  -2.632  0.635

Calculated values
E_LUMO (alpha / beta): -2.8 / -10.4 eV
multiplicity: 3
HOMO level (alpha / beta): -11.0 / -13.9 eV
Kohn-Sham gap (alpha / beta): 8.25 / 3.50 eV
⟨S²⟩: 2.010
total charge: +1



(5)
DFT (wB97M-V/def2-TZVPD) results for a molecular structure, C34H27ClIN5O6Pb.

Atoms and positions in Å:
Pb  0.222  0.209  -0.923
C  -0.644  3.314  2.065
O  0.028  3.105  3.304
C  0.048  1.893  3.894
C  0.785  1.791  5.069
C  0.824  0.626  5.832
C  0.137  -0.507  5.455
C  -0.565  -0.451  4.251
C  -1.314  -1.386  3.494
N  -1.733  -0.821  2.389
N  -2.485  -1.370  1.474
C  -2.720  -0.826  0.264
O  -2.286  0.252  -0.191
C  -3.631  -1.656  -0.572
C  -4.035  -2.932  -0.186
C  -4.906  -3.651  -0.986
C  -5.375  -3.111  -2.175
C  -4.946  -1.855  -2.584
C  -4.076  -1.132  -1.784
C  -0.604  0.725  3.491
O  -1.335  0.522  2.359
H  -0.874  4.376  2.030
H  0.013  3.061  1.230
H  -1.565  2.741  1.981
H  1.339  2.667  5.378
H  1.405  0.627  6.745
H  0.134  -1.399  6.065
H  -1.534  -2.420  3.686
H  -3.652  -3.348  0.735
H  -5.227  -4.639  -0.680
H  -6.079  -3.663  -2.783
H  -5.298  -1.438  -3.518
H  -3.737  -0.147  -2.078
Cl  0.491  4.181  -7.188
C  0.804  3.064  -5.892
C  1.906  2.250  -5.963
C  2.182  1.350  -4.937
I  3.870  0.106  -5.043
C  1.388  1.208  -3.790
O  1.674  0.374  -2.851
C  0.207  2.047  -3.764
N  -0.634  1.886  -2.716
C  -1.727  2.604  -2.625
C  -2.060  3.588  -3.570
C  -1.232  3.782  -4.642
C  -0.074  2.988  -4.794
H  2.559  2.304  -6.824
H  -2.369  2.385  -1.777
H  -2.959  4.175  -3.440
H  -1.454  4.542  -5.379
N  -0.709  -1.405  -2.590
C  -0.663  -2.836  -2.231
C  0.705  -3.227  -1.669
C  0.801  -2.982  -0.148
O  1.253  -3.867  0.569
O  0.367  -1.843  0.273
H  -1.657  -1.125  -2.823
H  -0.112  -1.232  -3.394
H  -0.904  -3.452  -3.103
H  -1.428  -3.013  -1.475
H  1.484  -2.634  -2.161
H  0.904  -4.281  -1.849
N  2.204  0.641  0.770
C  2.987  0.411  1.579
C  3.962  0.157  2.583
C  4.908  1.147  2.861
C  5.870  0.914  3.826
C  5.888  -0.294  4.512
C  4.941  -1.270  4.238
C  3.972  -1.054  3.273
H  4.883  2.079  2.313
H  6.612  1.671  4.040
H  6.648  -0.474  5.261
H  4.964  -2.210  4.773
H  3.235  -1.810  3.036

Calculated values
E_LUMO: -0.7 eV
multiplicity: 1
HOMO level: -7.1 eV
Kohn-Sham gap: 6.41 eV



(6)
DFT (wB97M-V/def2-TZVPD) results for 5 unconnected molecules or ions with the total composition C27H53F6N2O5 at a distorted geometry.

Atoms and positions in Å:
C  -1.175  -0.399  -3.875
C  -1.747  -1.505  -2.899
C  -1.419  -1.180  -1.468
N  -1.963  -2.212  -0.417
C  -1.445  -3.612  -0.775
C  -1.584  -4.742  0.339
C  -0.945  -4.147  1.566
C  -1.497  -2.818  1.978
C  -1.353  -1.787  0.867
C  -3.472  -2.150  -0.362
H  -1.875  0.385  -4.017
H  -0.937  -0.816  -4.895
H  -0.238  0.083  -3.553
H  -1.537  -2.419  -3.349
H  -2.905  -1.578  -3.075
H  -1.805  -0.166  -0.933
H  -0.372  -0.810  -1.366
H  -0.367  -3.428  -1.061
H  -1.856  -4.122  -1.718
H  -1.316  -5.560  0.032
H  -2.663  -5.012  0.572
H  0.151  -4.114  1.408
H  -0.754  -4.840  2.391
H  -0.846  -2.344  2.812
H  -2.383  -2.728  2.430
H  -0.424  -1.718  0.664
H  -1.934  -0.918  1.094
H  -3.819  -2.820  0.385
H  -3.674  -2.466  -1.273
H  -3.896  -1.198  -0.208
C  -3.745  1.479  2.630
C  -3.217  2.807  2.139
C  -2.898  2.616  0.631
N  -2.479  3.829  -0.216
C  -1.147  4.423  0.264
C  -0.659  5.462  -0.761
C  -0.676  5.023  -2.166
C  -1.844  4.236  -2.622
C  -2.348  3.270  -1.591
C  -3.679  4.803  -0.186
H  -4.086  1.455  3.614
H  -2.910  0.670  2.634
H  -4.581  1.142  2.379
H  -2.163  3.091  2.593
H  -4.134  3.517  2.369
H  -3.752  2.249  0.202
H  -2.175  1.853  0.582
H  -0.629  3.569  0.367
H  -1.195  5.184  1.011
H  0.249  5.989  -0.552
H  -1.423  6.163  -0.738
H  0.195  4.379  -2.391
H  -0.857  6.079  -2.856
H  -1.686  3.574  -3.423
H  -2.672  4.896  -2.889
H  -1.652  2.444  -1.547
H  -3.244  2.829  -1.816
H  -3.524  5.568  -1.057
H  -3.819  5.392  0.723
H  -4.431  4.137  -0.471
C  0.469  1.154  1.648
O  0.181  0.901  0.259
H  1.388  0.873  1.928
H  -0.203  0.529  2.260
H  0.226  2.223  1.885
C  7.238  -1.762  2.084
C  5.981  -2.644  1.832
O  4.879  -1.965  2.311
C  3.872  -2.576  2.828
O  3.863  -3.764  3.156
C  2.735  -1.535  3.058
F  2.003  -1.750  4.172
F  3.279  -0.313  3.091
F  1.994  -1.795  1.936
H  7.137  -1.299  3.087
H  7.039  -0.964  1.264
H  8.099  -2.219  1.896
H  6.049  -3.706  2.327
H  5.854  -2.751  0.671
C  3.709  0.966  -0.826
C  2.910  -0.182  -1.217
O  3.653  -1.292  -1.696
C  3.119  -2.557  -1.824
O  1.851  -2.768  -1.745
C  4.084  -3.564  -2.019
F  4.190  -3.952  -3.278
F  5.288  -3.034  -1.747
F  3.942  -4.709  -1.277
H  4.386  0.760  -0.100
H  3.268  1.827  -0.326
H  4.279  1.180  -1.573
H  2.058  0.149  -1.912
H  2.415  -0.448  -0.302

Calculated values
E_LUMO: -2.1 eV
multiplicity: 1
HOMO level: -9.0 eV
Kohn-Sham gap: 6.90 eV
total charge: +1



(7)
DFT (wB97M-V/def2-TZVPD) results for a single C23H29N5O molecule at a distorted geometry.

Atoms and positions in Å:
C  -2.216  -3.502  0.199
C  -1.856  -2.063  0.095
N  -0.569  -1.724  0.078
N  -0.530  -0.394  0.017
C  0.572  0.405  -0.018
N  1.835  -0.146  -0.091
C  2.034  -1.438  -0.716
C  3.464  -1.480  -1.251
N  4.416  -1.318  -0.165
C  5.782  -1.489  -0.631
C  6.795  -1.589  0.519
O  7.497  -0.395  0.766
C  4.190  -0.046  0.497
C  2.756  0.020  1.015
C  0.359  1.776  -0.051
C  -0.970  2.256  -0.034
N  -2.014  1.462  0.008
C  -1.814  0.151  0.026
C  -2.697  -0.935  0.061
C  -4.149  -0.854  0.075
C  -4.947  -1.867  -0.455
C  -6.325  -1.767  -0.420
C  -6.933  -0.656  0.138
C  -6.149  0.365  0.651
C  -4.772  0.269  0.621
C  -1.287  3.721  -0.130
C  -0.067  4.617  0.047
C  1.093  4.059  -0.767
C  1.521  2.724  -0.167
H  -2.453  -3.911  -0.783
H  -3.079  -3.633  0.848
H  -1.368  -4.052  0.599
H  1.330  -1.557  -1.538
H  1.885  -2.258  -0.003
H  3.639  -2.448  -1.724
H  3.588  -0.690  -2.014
H  6.097  -0.671  -1.304
H  5.807  -2.420  -1.201
H  7.571  -2.313  0.265
H  6.277  -1.940  1.422
H  6.873  0.309  0.975
H  4.862  0.036  1.354
H  4.373  0.805  -0.186
H  2.579  0.972  1.513
H  2.610  -0.791  1.745
H  -4.490  -2.727  -0.920
H  -6.930  -2.561  -0.837
H  -8.011  -0.581  0.165
H  -6.616  1.240  1.080
H  -4.159  1.066  1.012
H  -2.061  3.957  0.603
H  -1.728  3.890  -1.117
H  -0.310  5.632  -0.272
H  0.218  4.657  1.100
H  1.937  4.751  -0.760
H  0.778  3.917  -1.803
H  2.299  2.254  -0.773
H  1.944  2.917  0.825

Calculated values
E_LUMO: 0.6 eV
multiplicity: 1
HOMO level: -7.4 eV
Kohn-Sham gap: 8.00 eV
SMILES: Cc1nn2c(N3CCN(CCO)CC3)c3c(nc2c1-c1ccccc1)CCCC3



(8)
DFT (wB97M-V/def2-TZVPD) results for a molecular structure, C5H17Br2NbP at a distorted geometry.

Atoms and positions in Å:
C  2.469  0.207  -1.351
C  1.398  -0.629  -0.524
P  0.257  -1.496  -1.772
C  0.457  -3.330  -1.382
Nb  -2.107  -0.630  -1.337
H  2.090  1.248  -1.390
H  2.478  -0.159  -2.401
H  3.490  0.126  -0.924
H  1.880  -1.386  0.136
H  0.821  0.027  0.151
H  0.671  -3.860  -2.339
H  -0.393  -3.781  -0.840
H  1.362  -3.506  -0.749
H  -1.815  -0.723  0.474
H  -1.449  1.089  -1.323
H  -2.403  -0.437  -3.150
H  -2.765  -2.327  -1.368
H  -3.758  0.038  -0.915
Br  -0.259  2.529  0.384
C  -0.715  2.979  2.226
C  0.071  2.154  3.214
Br  -0.627  0.342  3.351
H  -1.791  2.854  2.322
H  -0.464  4.035  2.333
H  -0.019  2.569  4.218
H  1.122  2.068  2.954

Calculated values
E_LUMO: 2.7 eV
multiplicity: 1
HOMO level: -3.8 eV
Kohn-Sham gap: 6.49 eV
total charge: -1



(9)
DFT (wB97M-V/def2-TZVPD) results for a gas-phase ion, CHO5S (charge -1) at a distorted geometry.

Atoms and positions in Å:
C  -0.976  -1.301  -0.663
O  -1.180  -0.485  -1.549
O  -1.308  -2.295  -0.180
O  -0.501  2.044  -0.342
O  1.471  1.331  1.158
O  0.242  -0.704  0.270
S  0.369  0.810  -0.338
H  1.884  0.600  1.645

Calculated values
E_LUMO: 4.0 eV
multiplicity: 1
HOMO level: -5.2 eV
Kohn-Sham gap: 9.18 eV
total charge: -1